1.
59
Properties=species:S:1:pos:R:3:forces:R:3:mulliken_charge:R:1 method="wB97M-V/def2-TZVPD" spin_multiplicity=1 gap_ev=6.770 smiles="NC(=O)C[C@H](NC(=O)c1ccc(Br)cc1)c1ccc(NC2CCCCCC2)c([N+](=O)[O-])c1" e_lumo_ev=-1.02
N 2.325515 -5.214018 -1.573347 2.580 -1.028 0.072 -0.45
C 1.326602 -4.276556 -1.731641 4.268 1.505 0.289 0.46
O 0.194325 -4.579124 -1.921149 -1.905 0.012 -0.162 -0.61
C 1.937932 -2.795680 -1.595791 -1.874 0.349 1.105 -1.30
C 1.480838 -2.002165 -0.100695 -3.731 -7.309 -7.713 -1.30
N 0.052124 -2.167265 -0.423498 5.960 15.396 8.666 -0.07
C -0.657906 -1.551146 0.562257 0.625 -0.189 2.349 0.58
O -0.286814 -0.867156 1.539579 1.001 -0.863 -2.428 -0.71
C -2.022063 -1.898589 0.555111 -3.070 1.276 1.695 0.26
C -2.815669 -1.577073 1.578430 -5.256 0.790 2.680 -0.31
C -4.452361 -1.598589 1.558078 6.964 0.248 6.720 -0.56
C -4.894219 -2.192422 0.518863 -3.407 -1.118 -6.726 0.35
Br -6.843121 -2.498485 0.373733 0.683 -0.081 0.219 -0.24
C -4.200752 -2.293313 -0.801188 8.725 3.875 16.323 -1.42
C -2.778003 -2.073535 -0.517896 -5.326 -2.714 -8.091 -0.14
C 2.098658 -0.849706 -0.068068 4.211 9.992 2.393 1.22
C 1.584222 0.340211 -0.754558 -7.143 -13.212 -2.986 -0.07
C 1.957297 1.493711 -0.774669 3.148 10.693 1.458 -0.26
C 3.002554 1.814459 0.120314 2.130 5.142 -2.008 0.51
N 3.436606 3.264995 0.258213 6.013 -12.493 5.234 -0.11
C 3.105013 4.459209 -0.158285 -10.386 -5.762 -8.885 -1.31
C 2.957518 4.422443 -1.729200 1.941 -0.680 -4.783 -0.25
C 3.460482 5.784828 -2.520410 -7.835 -1.596 5.249 -1.61
C 2.891392 6.938591 -1.668119 -0.365 4.635 -2.307 -0.46
C 1.409150 6.958407 -1.168103 3.376 -5.617 1.816 -1.00
C 1.402615 6.333304 0.270539 5.842 -4.036 -3.930 -1.45
C 1.682629 4.740837 0.189537 5.601 7.102 8.101 -1.43
C 3.760397 0.633156 0.533020 0.634 5.608 1.667 -0.19
N 4.705869 0.723044 1.485503 6.569 7.718 5.215 0.91
O 5.207631 2.027565 1.901866 -2.329 -3.752 -2.742 -0.74
O 5.200063 -0.146068 2.141667 -0.234 -0.999 -0.707 -0.62
C 3.218522 -0.515125 0.818305 -6.431 -9.338 -4.157 -1.17
H 3.411216 -4.971706 -1.456084 -3.793 -0.611 -0.460 0.25
H 2.080923 -6.232976 -1.720214 0.409 1.910 0.321 0.26
H 2.960314 -2.655204 -1.708588 2.332 -0.928 0.302 0.62
H 1.647606 -2.078950 -2.359467 -1.121 -0.290 -0.163 0.46
H 1.808232 -2.697048 0.520096 1.168 -2.838 3.601 1.11
H -0.222226 -2.886970 -0.736975 -4.870 -12.505 -5.720 0.05
H -2.416399 -1.225430 2.498270 0.313 0.188 0.642 0.45
H -4.855202 -1.591043 2.672297 0.388 0.345 -2.925 0.28
H -4.687162 -2.529385 -1.508628 -5.675 -3.023 -10.091 0.80
H -2.383257 -2.179477 -1.495154 1.611 0.112 -0.827 0.36
H 0.572255 0.087543 -1.460275 2.785 0.535 1.937 0.05
H 1.442951 2.337570 -1.243150 0.143 -0.610 -0.007 0.21
H 4.414530 3.024472 0.855225 -2.381 1.195 -0.988 0.37
H 3.607521 5.157688 0.106087 6.731 8.110 3.558 2.03
H 3.705190 3.525925 -2.247997 -2.299 2.193 1.605 0.15
H 1.861997 4.241063 -2.096642 2.056 0.033 0.846 0.28
H 3.272566 5.773519 -3.520494 -1.128 0.116 -2.638 0.52
H 4.381081 5.765425 -2.373693 8.409 0.042 0.974 0.59
H 2.972447 7.906439 -2.377990 -0.310 -1.867 1.080 0.32
H 3.502809 7.416226 -0.835211 -0.205 -1.567 -0.727 0.38
H 0.759382 6.258129 -1.661701 -0.674 0.780 -1.016 0.41
H 1.181008 7.862956 -0.876324 -2.005 5.112 -0.201 0.57
H 2.210520 6.618396 0.931209 0.257 0.926 -0.138 0.49
H 0.590647 6.396419 0.767589 -6.001 1.012 3.104 0.73
H 0.924963 4.196801 0.148146 -6.374 -5.171 -2.505 1.04
H 1.762052 4.451882 1.429076 -0.209 1.090 -2.368 0.31
H 3.648822 -1.410390 1.400975 -0.539 2.158 -0.821 0.38

---

2.
56
Properties=species:S:1:pos:R:3:forces:R:3:mulliken_charge:R:1 method="wB97M-V/def2-TZVPD" spin_multiplicity=1 gap_ev=6.090 total_charge=+1 e_lumo_ev=-3.71
C 1.268285 -0.439951 3.298876 -0.116 0.416 0.479 -1.23
C 1.902995 -1.199375 2.176975 -0.100 -0.272 -0.154 1.14
C 1.157730 -1.877800 1.201650 0.555 0.308 0.050 0.08
N -0.244658 -1.635331 1.082757 -1.939 -0.201 -0.458 0.87
C -0.821076 -0.392660 0.896596 3.662 -2.604 5.519 -0.35
N -2.104386 -0.509624 1.207733 -0.696 -0.903 -0.375 0.40
C -3.106820 0.517967 1.295741 -0.642 0.180 0.245 -0.97
C -2.410401 -1.853569 1.460751 -0.164 0.949 -0.057 -0.99
C -1.268491 -2.539935 1.385489 0.836 0.207 -0.176 -0.24
C 1.754717 -2.765842 0.312176 0.444 0.357 0.125 1.11
C 0.943437 -3.521941 -0.687111 0.050 -0.354 -0.481 -1.44
C 3.142159 -2.918128 0.374298 -0.400 0.004 0.114 -1.00
C 3.923348 -2.219740 1.298887 -0.216 -0.082 -0.018 0.54
C 5.402852 -2.459302 1.366214 0.218 0.012 0.040 -1.41
C 3.287834 -1.353071 2.190297 -0.149 -0.271 -0.259 -1.26
H 1.990342 0.296848 3.676031 -0.278 -0.155 0.044 0.38
H 0.354938 0.094479 3.017468 0.231 -0.261 0.159 -0.02
H 1.015237 -1.116814 4.134339 0.107 0.226 -0.329 0.35
H -2.709930 1.459101 0.914968 -0.337 -0.175 0.154 0.38
H -3.978931 0.194419 0.714920 0.180 0.300 0.045 0.36
H -3.409380 0.615745 2.346359 0.063 0.213 -0.274 0.38
H -3.409789 -2.141436 1.732191 -0.041 -0.111 -0.178 0.55
H -1.098954 -3.574637 1.568797 0.172 -0.433 -0.074 0.55
H 1.637061 -4.043424 -1.350578 -0.238 -0.049 -0.021 0.43
H 0.305435 -4.281220 -0.211681 0.140 0.223 -0.172 0.31
H 0.312852 -2.874151 -1.313343 0.114 -0.116 0.262 0.22
H 3.597547 -3.613709 -0.327158 0.097 0.120 0.158 0.39
H 5.849289 -1.886889 2.182374 0.010 -0.067 -0.125 0.36
H 5.613098 -3.520921 1.542873 -0.044 0.194 -0.039 0.34
H 5.901369 -2.178721 0.432073 -0.094 -0.025 0.129 0.33
H 3.856294 -0.803928 2.941312 -0.020 -0.222 -0.174 0.32
C 0.394683 2.656799 1.767691 0.456 -0.181 0.832 -0.90
N -0.522937 2.617362 0.633204 -0.727 -1.071 -1.675 0.42
C -1.032572 3.950043 0.249747 -0.095 0.600 0.113 -1.17
C -0.690701 1.476088 -0.029058 2.087 5.866 -3.875 -1.18
C -0.959182 1.429265 -1.433459 -1.360 0.791 -1.359 1.19
C -0.679259 2.518896 -2.333477 -0.476 -0.196 0.373 -0.77
C -1.237724 2.554006 -3.599871 0.329 -0.216 -0.064 -0.79
C -1.969621 1.465625 -4.076589 0.187 -0.320 0.321 0.21
C -2.624528 1.545774 -5.420889 -0.650 0.129 -1.285 0.92
F -2.671928 0.344475 -6.057872 0.000 0.658 0.606 -0.26
F -3.913589 1.994284 -5.322754 0.826 -0.373 0.063 -0.25
F -1.995295 2.401523 -6.269656 -0.234 -0.445 0.685 -0.26
C -2.080273 0.303485 -3.311335 0.076 0.025 -0.194 -1.28
C -1.554850 0.273770 -2.021050 -0.234 0.425 0.434 -0.23
H 0.554663 3.696216 2.057135 -0.036 -0.171 0.005 0.45
H -0.001677 2.122410 2.640072 -0.021 0.171 -0.159 0.31
H 1.380840 2.228950 1.523065 -0.462 0.091 -0.093 0.30
H -1.155993 4.520077 1.183004 -0.172 -0.123 -0.409 0.48
H -0.299157 4.488901 -0.374561 -0.350 -0.180 0.344 0.36
H -1.995073 3.883727 -0.282862 0.500 -0.096 0.177 0.35
H -0.156449 0.485806 1.037999 -1.084 -2.958 0.794 0.52
H -0.069835 3.367006 -2.021716 -0.270 -0.343 -0.017 0.50
H -1.107664 3.422417 -4.244666 0.086 -0.203 0.211 0.46
H -2.585908 -0.571810 -3.735765 0.253 0.370 0.261 0.45
H -1.679977 -0.631533 -1.418612 -0.034 0.342 -0.246 0.30

---

3.
64
Properties=species:S:1:pos:R:3:forces:R:3:mulliken_charge:R:1 method="wB97M-V/def2-TZVPD" spin_multiplicity=5 gap_ev="8.451 / 6.216" total_charge=+1 e_lumo_ev="-2.87 / -5.11"
Ru -0.353117 -0.297831 -0.504307 0.758 -1.410 -0.517 1.52
C -3.434004 1.708965 -0.306882 -1.327 -0.398 -0.087 -1.33
C -2.579295 1.352413 0.904973 0.952 1.011 0.186 1.83
C -3.205730 1.619288 2.241528 0.402 0.430 2.475 -1.53
O -2.354088 -0.055785 0.767383 0.821 -0.760 1.567 -0.60
C -1.181740 2.106129 0.872660 -0.586 1.814 -0.632 -0.05
O -1.023448 3.269771 1.220832 -0.287 -2.565 -0.469 -0.56
O -0.224664 1.403463 0.234834 -0.310 1.490 1.119 -0.22
H -4.505684 1.519095 -0.013530 0.952 0.413 -0.313 0.45
H -3.249912 0.972210 -1.105436 0.143 0.456 0.172 0.18
H -3.334917 2.730745 -0.704952 0.061 -0.364 0.418 0.22
H -3.904910 0.844311 2.499196 0.061 -1.132 0.033 0.51
H -3.940749 2.416202 2.310810 0.647 0.897 -0.442 0.40
H -2.432661 1.727160 3.124674 -1.495 -0.187 -1.873 0.12
H -2.046287 -0.385658 1.666328 -0.519 0.222 -1.297 0.30
N 1.517412 -0.971158 -1.913796 -0.840 -0.454 -0.878 -0.20
N 1.157310 -2.291233 -2.277412 0.714 -1.072 -0.705 -0.34
C -0.078525 -2.844377 -1.938381 -0.327 1.089 0.767 0.52
O -0.434843 -3.942131 -2.231599 0.396 -0.379 -0.379 -0.59
O -0.902225 -2.009734 -1.230561 0.584 0.137 -0.737 -0.86
H 1.523054 -0.349432 -2.716369 -0.246 -0.142 -0.289 0.37
H 2.442932 -0.919689 -1.545322 0.752 -0.346 0.808 0.30
H 1.810864 -2.925054 -2.816665 -1.095 1.314 0.949 0.25
O 0.525239 -1.222796 0.850703 -0.273 0.334 0.316 -0.48
C 1.541362 -0.915436 1.873490 -0.050 -0.233 -1.879 2.27
C 0.904796 -0.050035 2.949119 -0.415 -1.750 0.068 0.11
C 0.858924 1.285563 3.154413 1.756 1.483 -1.643 -0.21
C 0.059097 1.648511 4.270189 -0.329 0.502 -0.623 -0.93
C -0.590746 0.591302 4.823628 0.048 -0.657 0.853 -0.30
S -0.157515 -0.887083 4.097383 0.489 0.522 -0.889 0.06
C 2.709066 -0.300114 1.056043 -2.166 1.020 0.479 -0.43
C 3.781887 -0.966135 0.630183 1.642 -0.093 0.226 -0.31
C 4.619715 -0.167876 -0.236644 2.298 -2.084 -0.610 -0.76
C 4.098434 1.034065 -0.494173 -0.358 1.363 -0.302 -0.51
S 2.599571 1.287796 0.298551 0.363 -0.587 0.409 0.18
C 1.980916 -2.305894 2.298733 -0.427 1.616 2.200 -0.90
C 1.983651 -3.546949 1.777304 -0.462 0.152 -0.699 -0.83
C 2.683448 -4.464602 2.579870 0.640 -0.992 0.554 -0.44
C 3.174778 -3.922338 3.727841 0.414 0.453 0.320 -0.58
S 2.650940 -2.294600 3.872243 1.399 -0.332 0.316 0.04
H 1.452633 2.036506 2.451839 -1.473 -1.596 1.953 0.30
H -0.066045 2.691396 4.484512 -0.139 0.193 0.570 0.45
H -1.189566 0.445054 5.731557 0.136 0.766 -0.521 0.46
H 4.038851 -1.916855 1.093376 0.110 0.081 -0.569 0.48
H 5.639661 -0.534815 -0.657020 -2.041 0.740 0.858 0.30
H 4.493310 1.882299 -1.050642 0.098 -0.461 0.013 0.49
H 1.444315 -3.746904 0.878815 0.024 -0.378 -0.594 0.47
H 2.870459 -5.512966 2.380736 -0.169 0.140 -0.400 0.42
H 3.927840 -4.322389 4.426014 -0.932 0.035 -0.304 0.43
C -3.299084 0.147332 -5.059086 0.015 -1.022 -0.637 -1.41
C -2.244977 0.635698 -4.140916 0.164 -0.714 0.151 0.75
C -1.541503 1.795861 -4.110289 0.243 1.915 0.689 -1.37
C -0.787463 1.833093 -2.906128 -0.706 -1.220 -1.132 0.38
N -0.918917 0.632880 -2.335468 -0.701 -0.286 0.705 0.75
N -1.824161 -0.052053 -3.068978 -1.017 -2.317 0.209 -0.03
C -0.081786 2.966623 -2.310276 -0.821 0.576 2.153 -0.97
H -3.280381 -0.942356 -5.246627 0.216 0.413 0.403 0.35
H -3.260047 0.583977 -6.048249 0.343 0.381 -0.064 0.40
H -4.276326 0.375217 -4.685359 -0.605 0.173 0.431 0.30
H -1.722518 2.644658 -4.741190 0.208 0.080 -0.282 0.46
H -2.183637 -0.993138 -2.738918 0.953 1.539 -0.480 0.27
H 0.786980 2.700420 -1.674037 -0.592 0.161 -0.485 -0.02
H -0.844634 3.540556 -1.653685 1.302 -0.866 -0.822 0.11
H 0.178657 3.628861 -3.086867 0.605 0.887 -0.815 0.57